# 1
9
Properties=species:S:1:pos:R:3:forces:R:3 method="wB97M-V/def2-TZVPD" total_energy_ha=-266.8831 gap_ev=9.2 molar_mass_g_mol=72.1
H -3.289 0.342 -0.269 -1.6 0.2 0.6
C -1.401 -0.133 0.326 0.2 -0.3 1.0
C -2.290 0.175 -0.522 0.0 -0.1 0.7
O 2.360 0.589 1.029 0.6 1.0 1.7
H 2.141 -1.311 0.489 -1.3 0.0 -0.5
H 0.570 -0.136 0.502 -0.7 -0.6 -0.5
H -2.042 0.296 -1.513 0.7 0.2 -2.3
C 1.601 -0.349 0.344 2.0 -1.0 1.5
O 2.350 0.525 -0.387 0.1 0.6 -2.2

# 2
28
Properties=species:S:1:pos:R:3:forces:R:3 method="wB97M-V/def2-TZVPD" total_energy_ha=-1290.7210 gap_ev=7.4 molar_mass_g_mol=219.4 charge=+1
H -1.749 -3.490 -1.785 -1.4 -0.1 -0.3
S -3.192 -1.495 -1.423 -1.0 0.9 0.2
H 2.336 3.431 0.821 -0.3 -0.8 -0.4
N -0.685 -2.214 -0.899 0.7 0.8 -0.3
H 0.193 0.149 2.674 0.6 -0.1 -1.1
H 2.215 -0.013 0.346 0.4 -0.3 -0.7
H 2.268 1.015 1.819 -1.0 -1.0 -1.4
H 1.191 -2.129 -0.582 -1.3 -0.7 -0.6
N 0.446 -2.391 -1.312 0.9 0.9 0.5
H -0.191 2.519 -1.236 0.1 -1.9 1.1
N -0.721 -0.340 0.891 1.1 0.6 1.1
H -1.601 1.691 1.011 0.4 0.2 0.7
H 2.928 2.312 -0.425 0.5 0.1 -0.2
H 0.167 0.685 -1.326 0.6 0.3 -0.3
N 1.100 1.821 0.304 -3.1 -2.7 0.3
C -1.183 1.001 0.303 -0.3 -2.1 -3.1
H -2.043 0.651 -0.348 0.9 0.8 0.6
H 1.750 3.584 -0.841 -0.2 -1.9 1.4
C 2.020 2.772 -0.034 3.1 3.9 -1.2
H 0.974 -1.256 2.010 -0.5 0.1 -0.9
C -1.784 -2.390 -1.830 1.9 -2.1 -2.0
C 0.516 -0.306 1.680 0.4 2.9 1.3
C 1.584 0.601 0.967 0.9 1.6 2.8
H -1.525 -2.123 -2.894 0.1 -0.1 1.1
C 0.053 1.547 -0.651 -2.5 0.5 1.7
S -3.014 -1.734 0.604 -0.5 -0.7 0.5
C -1.266 -1.529 0.816 -0.4 0.4 -0.8
H -0.786 -2.369 1.339 -0.3 0.7 0.1

# 3
84
Properties=species:S:1:pos:R:3:forces:R:3 method="wB97M-V/def2-TZVPD" total_energy_ha=-2874.2640 gap_ev=7.0 molar_mass_g_mol=830.5 charge=-1
C 1.938 1.401 -1.075 0.0 -0.1 0.1
C -0.256 -1.217 -7.075 0.0 0.0 0.0
N 2.440 0.439 -0.351 0.3 0.0 0.0
H 2.433 -5.243 1.782 0.0 0.0 0.0
N -0.640 2.340 1.756 -0.1 0.1 -0.2
N 1.337 -2.044 0.201 -0.2 0.0 0.0
C 1.273 -2.130 1.683 0.0 -0.1 0.1
C -0.757 -1.725 7.215 0.0 0.0 0.0
C -2.281 0.297 -5.944 0.0 0.0 0.0
C -0.932 -1.052 6.023 0.0 0.0 0.0
H -0.470 -1.191 8.112 0.0 0.0 0.0
C -0.376 3.973 -4.120 0.0 0.0 0.0
H 1.984 -3.355 3.272 0.0 0.0 0.0
H 0.336 -2.068 -0.163 0.2 0.0 -0.2
H 0.647 -1.172 -5.130 0.0 0.0 0.0
C -1.495 -3.126 4.935 0.0 0.0 0.0
N -1.527 -1.804 -3.172 0.0 0.0 -0.2
C -1.301 -1.740 4.860 0.0 0.0 0.0
C -0.542 2.633 -4.422 0.0 0.0 0.0
C 4.402 0.441 1.236 0.0 0.0 0.0
C 3.632 2.352 -0.034 0.1 -0.1 0.0
H -3.198 4.180 2.540 0.0 0.0 0.0
H 6.270 3.210 1.838 0.0 0.0 0.0
H -2.503 -4.571 -2.113 0.0 0.0 0.0
C -3.492 2.655 1.251 0.0 0.0 -0.1
N 1.922 -4.452 1.416 -0.1 0.0 0.0
C 3.517 1.003 0.321 -0.1 0.1 0.0
C -0.941 1.745 -3.416 0.1 0.0 0.0
N -3.097 1.546 0.616 0.1 0.1 0.0
H -0.783 0.018 5.970 0.0 0.0 0.0
C 5.492 2.603 1.395 0.0 0.0 0.0
C -1.199 -0.092 -5.161 0.0 0.0 0.0
H 0.934 -4.688 1.435 0.0 0.0 0.0
H -0.361 2.269 -5.424 0.0 0.0 0.0
H 4.310 -0.598 1.529 0.0 0.0 0.0
C -0.948 -3.106 7.274 0.0 0.0 -0.1
C -1.010 3.458 -1.892 0.0 0.0 0.0
H 1.813 -1.154 -0.106 -0.1 -0.1 0.0
H 0.236 -2.323 1.963 0.0 0.0 -0.1
C 5.385 1.254 1.764 0.0 0.0 0.0
N -0.609 -4.375 9.502 0.0 0.0 0.0
N 0.619 3.846 2.607 0.0 0.0 0.0
Sn -1.171 0.498 0.560 0.1 -0.2 0.1
C 2.171 -3.240 2.199 0.0 0.0 -0.1
C -1.391 3.313 2.260 0.0 0.1 0.1
H -0.515 5.446 -2.544 0.0 0.0 0.0
N 0.638 2.720 1.984 0.0 0.0 0.0
H 6.083 0.849 2.486 0.0 0.0 0.0
C -1.123 0.305 -3.721 -0.1 -0.2 0.0
N -0.651 4.263 2.802 0.0 0.0 0.0
C -1.342 -0.829 -7.850 0.0 0.0 0.0
N -4.102 1.252 -0.247 0.0 0.0 0.0
H 4.695 4.221 0.221 0.0 0.0 0.0
C -0.620 4.407 -2.827 0.0 0.0 0.0
N -1.250 -0.542 -2.759 0.0 0.1 0.1
H -1.796 -3.657 4.041 0.0 0.0 0.0
S -1.606 -2.666 -0.513 -0.1 0.1 0.0
C -1.579 -0.501 2.542 0.0 0.2 0.0
H 3.222 -2.967 2.072 0.0 0.0 0.0
N -1.160 2.169 -2.166 -0.1 0.0 0.0
C -0.762 -3.809 8.512 0.0 0.0 0.0
H 0.536 -1.811 -7.513 0.0 0.0 0.0
C 4.619 3.176 0.491 0.0 0.0 0.0
H -3.209 0.230 -7.875 0.0 0.0 0.0
C -1.456 -1.054 3.619 -0.1 -0.1 0.0
H 1.064 1.299 -1.697 0.0 0.0 0.0
H -1.478 -4.873 6.178 0.0 0.0 0.0
H 2.350 3.439 -1.364 -0.1 0.0 0.1
N -5.023 2.130 -0.104 0.0 0.0 0.0
H -2.428 -3.913 -3.705 0.0 0.0 0.0
H -0.064 4.669 -4.889 0.0 0.0 0.0
N -2.078 -3.930 -2.759 0.0 0.0 0.0
H -1.399 -1.117 -8.892 0.0 0.0 0.0
H 1.788 -2.887 -0.157 0.0 0.0 0.0
C -1.721 -2.706 -2.245 0.0 -0.3 0.2
H -1.213 3.751 -0.867 0.0 0.0 0.1
C -0.189 -0.854 -5.739 0.0 0.0 0.0
C -2.356 -0.073 -7.280 0.0 0.0 0.0
C -1.322 -3.803 6.125 0.0 0.0 0.0
N -2.773 3.324 2.226 0.0 0.0 0.1
H 1.544 -1.164 2.108 0.0 0.0 0.0
N 2.618 2.566 -0.946 -0.1 0.1 0.0
H -3.073 0.885 -5.495 0.0 0.0 0.0
N -4.677 3.046 0.831 0.0 0.0 0.0